No. 1
# C7H10BrNO

One molecule with the formula C7H10BrNO in a non-equilibrium geometry (ωB97M-V/def2-TZVPD, OMol25).

Last column: Mulliken spin population.
Positions of all 20 atoms, in Å:
1 H -0.428046 -0.653248 1.910389  -0.0155
2 Br -3.061082 -0.724984 0.206022  0.1272
3 O -1.000692 -1.966146 -1.586778  0.1562
4 C -0.932106 -1.196990 -0.709832  0.5268
5 H -0.888241 0.917967 1.247074  -0.0052
6 H 0.791798 0.596345 1.661471  0.0062
7 H 2.284672 -0.631734 0.105244  0.0062
8 C -4.039550 1.652790 -0.803388  -0.0619
9 C 0.305758 0.810629 -1.138011  0.0236
10 C -0.115253 0.155184 1.255159  0.0091
11 N -3.823384 2.788436 -0.826290  0.3160
12 C 0.161795 -0.361954 -0.153152  0.1001
13 H -0.608760 1.399460 -1.187510  -0.0058
14 H -4.831345 -0.202889 -1.510967  0.0178
15 C 1.426081 -1.237006 -0.167008  0.0481
16 H 1.331729 -2.049174 0.555757  -0.0070
17 H 0.546574 0.454391 -2.137429  0.0064
18 H 1.593619 -1.664602 -1.153853  0.0084
19 H 1.111185 1.454081 -0.790382  0.0037
20 C -4.319417 0.305581 -0.710321  0.7396

Atomic forces in eV per Å
-0.025 -0.099 0.133
-1.348 0.205 0.386
0.141 -0.110 -1.360
1.044 -1.599 1.751
-0.077 0.068 0.060
0.105 0.031 0.013
0.142 0.107 0.072
-0.477 0.009 0.210
0.205 0.031 0.146
-0.086 -0.049 -0.224
0.190 0.483 -0.073
0.902 0.736 -0.646
-0.070 0.062 0.018
-0.364 -0.004 0.183
-0.200 -0.054 0.002
0.036 -0.020 -0.030
0.025 -0.030 -0.058
0.005 -0.006 -0.011
0.070 0.154 -0.040
-0.217 0.087 -0.531

## Properties
- relative energy (zero: lowest compared OMol25 entry of this formula, charge and spin) (kJ/mol) = 0.0
- multiplicity = 3
- orbital gap (alpha / beta) (eV) = 6.94 / 9.03
- total energy (eV) = -80996.605

No. 2
# C8H31AsF6O7

C8H31AsF6O7 as an isolated structure in a non-equilibrium geometry (ωB97M-V/def2-TZVPD, OMol25).

Last column: natural (NBO) charge in e.
Positions of all 53 atoms, in Å:
1 H 0.193903 -0.580782 -2.464680  0.1689
2 C 3.124614 1.194631 -0.139463  0.0880
3 H -0.193732 -1.724284 2.770068  0.1911
4 F 1.390425 -4.222077 1.157208  -0.6219
5 H 1.176704 -1.567473 3.932587  0.1777
6 C 4.565151 1.527329 -0.538587  -0.6409
7 C 2.269208 2.464753 -0.204577  -0.6348
8 C 0.860860 -1.477321 2.892455  -0.2859
9 F -0.954352 -4.120588 -1.424582  -0.6392
10 H -2.076416 1.699108 4.086130  0.1724
11 H -1.464123 -2.816360 -2.258492  0.5109
12 H -4.798832 -0.527733 -0.313163  0.1783
13 H -0.568461 3.554787 -2.459942  0.1745
14 O 1.134556 -0.125549 2.432284  -0.7696
15 C -0.974361 2.886876 -1.701532  -0.2630
16 H -2.682032 2.985900 -2.602151  0.4659
17 O -2.208419 2.301480 -2.121393  -0.7306
18 H -0.088557 -0.798176 -0.335891  0.5830
19 H -2.143513 3.060707 2.219342  0.4714
20 H -1.230892 0.271009 0.106663  0.5584
21 H -4.229128 1.005760 -0.973332  0.1828
22 F -1.057103 -3.808862 1.029898  -0.6280
23 H 2.037962 2.662732 -1.248347  0.2195
24 O 2.587255 0.266019 -1.141857  -0.7434
25 H 1.578881 0.272176 3.182476  0.4992
26 H -0.013600 -0.006833 1.171774  0.5600
27 H 0.434336 -2.195473 -3.101853  0.1919
28 H -0.249043 2.077715 -1.571521  0.1845
29 O -0.263493 0.017027 0.203967  -0.8337
30 H 1.327441 2.267233 0.317410  0.2128
31 H 4.968161 2.121390 0.286448  0.2152
32 H 1.414358 -2.267303 2.382293  0.2262
33 H 2.982515 0.654516 0.796340  0.1817
34 O -1.394331 -1.861993 -2.137120  -0.7858
35 H -2.943306 0.899549 2.755278  0.1666
36 C -0.313798 -1.415804 -2.953189  -0.2575
37 H 3.374991 -0.155485 -1.491600  0.4683
38 F 1.459749 -4.345420 -1.335726  -0.6162
39 H 2.721578 3.292146 0.339571  0.2103
40 C -1.980165 1.313681 3.069315  -0.2522
41 F 0.426944 -2.386285 -0.257817  -0.6648
42 As 0.221529 -4.151925 -0.119989  2.8401
43 H 4.613879 2.107261 -1.459469  0.2145
44 H -4.126775 0.787664 0.745038  0.1715
45 H -0.674123 -1.067004 -3.924751  0.1661
46 F -0.042950 -5.872901 0.055983  -0.6129
47 C -4.050045 0.255698 -0.200007  -0.2459
48 O -1.513207 2.335093 2.197673  -0.7352
49 O -2.754010 -0.348413 -0.228620  -0.7688
50 H -1.282656 0.480250 3.026187  0.1785
51 H -2.721519 -0.867641 -1.050024  0.5236
52 H -1.061960 3.302956 -0.694547  0.1691
53 H 5.189901 0.646239 -0.702165  0.2075

Atomic forces in eV per Å
-0.045 0.028 -0.003
-0.325 -0.165 -1.783
-0.054 0.172 0.142
-0.048 0.326 -0.196
-0.409 0.086 0.111
-0.204 -0.042 0.898
-0.469 -0.976 0.844
0.278 -0.661 0.328
0.151 -0.780 0.379
0.102 -0.237 0.091
-0.015 0.130 0.346
-0.159 0.086 0.337
-0.044 0.304 0.244
-0.146 -0.978 0.169
0.232 -1.040 0.283
-0.149 -0.127 0.017
0.138 0.311 -0.078
0.166 -0.481 0.663
0.027 -0.005 -0.034
-0.336 -0.571 -0.254
0.434 -0.118 -0.218
0.440 -0.065 -0.351
0.233 0.368 0.004
0.160 0.637 0.402
-0.032 0.589 -0.262
0.660 -0.163 -0.554
-0.074 -0.105 0.062
-0.127 -0.029 -0.272
-0.438 1.051 0.081
-0.069 0.062 -0.186
0.390 -0.029 -0.236
0.132 0.501 -0.497
0.548 0.372 0.314
-0.219 1.027 -0.724
-0.074 0.169 -0.020
-0.087 0.217 -0.064
-0.197 -0.406 -0.232
-0.383 0.057 0.595
0.208 0.142 -0.328
-0.355 -0.025 -0.044
0.400 -0.275 0.124
-0.286 -1.072 0.103
-0.280 0.142 0.035
-0.244 -0.248 0.163
0.021 -0.034 -0.010
0.178 0.878 -0.247
0.052 0.157 0.132
0.068 -0.195 -0.212
-0.552 0.523 -0.361
0.206 0.186 0.202
0.714 -0.168 0.027
-0.075 0.561 -0.224
-0.041 -0.090 0.294

## Properties
- relative energy (zero: lowest compared OMol25 entry of this formula, charge and spin) (kJ/mol) = 0.0
- orbital gap (eV) = 10.24
- total energy (eV) = -100275.676

No. 3
# C3H19N2O8

A 7-piece molecular cluster, C3H19N2O8 overall in a non-equilibrium geometry (ωB97M-V/def2-TZVPD, OMol25).

Last column: natural (NBO) charge in e.
Positions of all 32 atoms, in Å:
1 C -0.866242 0.199160 2.533077  0.6463
2 O 1.578177 -3.022177 -2.428286  -1.0121
3 O 0.284341 -1.449258 -0.562065  -0.9286
4 N 1.086686 0.412384 0.840231  -0.6834
5 H -0.634405 -0.864644 -1.576756  0.4750
6 H -1.626582 -0.366726 -0.498090  0.4916
7 O -2.590556 -0.578848 -0.325403  -0.9699
8 C 0.435350 -0.356587 1.963339  -0.3436
9 H 2.126604 -1.237428 0.250754  0.0952
10 H 3.939325 0.021702 0.606635  0.4555
11 H -1.049147 2.698010 -1.103622  0.4585
12 H -0.914411 -1.460215 -2.938291  0.4667
13 H 0.493767 1.159774 0.565064  0.3473
14 H 2.968344 0.974781 1.283489  0.4978
15 H 0.987100 -2.536154 -1.717855  0.5111
16 H -2.722767 -1.193929 -1.074828  0.4968
17 O 3.711653 0.933356 0.659185  -0.9678
18 N -1.986193 -0.421186 2.123911  -0.7960
19 H -2.154265 -0.729352 1.218797  0.4114
20 H 2.137375 -2.268108 -2.736657  0.4503
21 H -2.798950 -0.278093 2.581114  0.3684
22 O 0.906544 2.055152 -2.659366  -0.9539
23 O -1.874539 2.808829 -0.651044  -0.9358
24 O -1.228269 -0.759952 -2.407983  -1.0513
25 H 0.168922 -1.321347 1.483672  0.2414
26 O -0.950495 0.792922 3.624344  -0.6623
27 H 0.562340 2.800760 -2.142077  0.4585
28 H 1.122002 -0.672011 2.740292  0.1965
29 H 0.320653 1.292430 -2.643086  0.4970
30 H -2.583844 2.531152 -1.143718  0.4751
31 C 1.335810 -0.602596 -0.297718  0.1061
32 H 1.830133 -0.169032 -1.091085  0.1585

Atomic forces in eV per Å
-0.450 -1.208 3.369
-0.439 1.862 0.743
0.054 1.076 -0.603
-0.070 -1.695 0.405
0.633 -0.774 -0.432
-1.657 -0.197 0.691
0.577 -0.131 -1.243
-0.256 -0.384 -2.193
-0.440 0.554 -0.841
0.158 -1.057 -0.053
0.045 -0.380 -0.578
0.658 -1.219 -1.110
-0.687 0.648 -0.433
-0.302 -0.182 -0.570
0.989 -0.764 -0.897
0.026 0.542 0.410
0.708 1.384 0.338
2.628 -0.159 -0.555
0.141 -0.943 -1.833
-0.616 -1.002 0.302
-2.720 1.132 2.152
0.424 0.588 -0.077
2.098 1.599 2.775
-0.439 1.572 -0.036
-0.248 0.495 0.375
1.047 0.568 -1.125
0.038 -0.725 -0.313
0.246 0.831 0.466
-0.473 0.032 0.262
-2.209 -1.334 -2.105
-0.149 -2.253 4.658
0.686 1.525 -1.949

## Properties
- charge = -1
- orbital gap (eV) = 8.61
- total energy (eV) = -22779.966

No. 4
# C4H8O2

One molecule with the formula C4H8O2 (ωB97M-V/def2-TZVPD, OMol25).

Last column: natural (NBO) charge in e.
Positions of all 14 atoms, in Å:
1 H 1.194288 1.649199 1.490103  0.2122
2 C -1.106684 -2.255429 -0.123432  -0.3824
3 C 0.249923 1.067436 -0.357877  -0.0942
4 O 0.886202 -0.228490 -0.324074  -0.5290
5 H -0.951960 -3.226593 -0.578105  0.2340
6 C 1.110642 2.005933 0.459022  -0.6230
7 H 0.666458 3.006407 0.473690  0.2132
8 H -0.670194 -2.199546 0.878912  0.2238
9 C 0.268098 -1.276221 -0.866242  0.5003
10 H -0.759516 0.978513 0.052514  0.1832
11 H 0.156304 1.399194 -1.396760  0.1869
12 H 2.117854 2.076724 0.038125  0.2157
13 H -2.158872 -1.970491 -0.068329  0.2040
14 O -0.898836 -1.031392 -1.369146  -0.5449

Atomic forces in eV per Å
-0.009 0.054 -0.136
-0.528 -0.321 0.161
-0.157 0.230 0.012
0.027 -0.194 -0.047
0.011 0.213 -0.001
0.028 0.017 0.027
0.065 -0.131 -0.012
0.017 0.126 -0.264
0.207 0.340 -0.282
0.097 0.057 -0.025
0.018 -0.055 0.128
-0.142 -0.005 0.048
0.059 -0.027 0.010
0.306 -0.306 0.381

## Properties
- relative energy (zero: lowest compared OMol25 entry of this formula, charge and spin) (kJ/mol) = 474.3
- orbital gap (eV) = 9.11
- total energy (eV) = -8368.366

No. 5
# C36H35N5O3PdS

C36H35N5O3PdS as an isolated structure in a non-equilibrium geometry (ωB97M-V/def2-TZVPD, OMol25).

Last column: Löwdin charge in e.
Positions of all 81 atoms, in Å:
1 N -1.832632 -2.142791 -1.042486  -0.0814
2 C 0.004020 -4.959749 -1.131514  -0.4511
3 C 1.373808 -1.827997 4.671498  -0.0295
4 O 2.029048 -1.803794 0.121007  -0.0755
5 C 1.318668 3.867631 3.458699  -0.0583
6 C 2.628801 0.536944 -3.615483  -0.0268
7 Pd 0.149523 -2.025765 -0.646447  1.0455
8 C 2.639656 4.035888 3.840118  -0.0652
9 H -0.156147 -0.602165 -5.401862  0.0930
10 H -3.234464 1.641847 -1.340486  0.0934
11 C -0.160915 1.695462 -2.812579  -0.1994
12 C -1.489313 2.898887 -0.923344  -0.3279
13 H 2.277725 -3.250637 -2.645886  0.1155
14 H 0.365803 3.769041 -0.139545  0.1004
15 C -4.056773 -1.871842 -0.236224  0.0353
16 H -0.640855 0.886373 4.844808  0.1165
17 S 0.761232 -6.350507 -1.715818  1.1230
18 H -0.212547 2.479727 2.890349  0.0891
19 O -0.053695 0.711636 -2.126689  0.1450
20 H -0.192390 -2.324281 7.632445  0.1118
21 C 1.688190 -4.079835 -2.289245  -0.2116
22 C -2.688880 -1.809453 -0.062391  -0.0855
23 O -1.177173 0.515550 2.235547  0.0844
24 C -0.175090 -0.048277 5.126831  -0.0169
25 H -1.263515 -0.197664 6.959629  0.1130
26 H 1.405946 -1.394295 -5.216488  0.0945
27 C 0.170375 2.782855 -4.983318  0.0331
28 C -0.305567 2.934502 0.063849  -0.0202
29 C 2.980451 1.665478 3.653022  -0.0223
30 C -4.555744 -2.279712 -1.468262  -0.1844
31 H -0.871987 -4.994776 -0.502155  0.0897
32 C 0.776320 -0.632262 4.294583  -0.1440
33 H -2.049886 3.830470 -0.820765  0.1460
34 H -1.582999 -2.807549 -2.979962  0.1131
35 C 1.658732 1.492854 3.249440  -0.1402
36 H 3.018687 5.021587 4.073667  0.1121
37 C 3.470341 2.928307 3.940796  -0.0567
38 C 0.826334 2.602183 3.164140  -0.0490
39 H -4.021659 -2.944268 -3.450873  0.1364
40 H 1.503248 -3.360569 6.162270  0.1100
41 N 2.122248 -0.697033 2.203804  0.1948
42 C -1.256536 3.851679 -3.231346  0.0325
43 C -3.665857 -2.620257 -2.483640  0.0255
44 N 0.582509 -3.841637 -1.505891  -0.1777
45 H -2.255952 -1.467166 0.868267  0.1067
46 H 0.659191 4.723703 3.399231  0.1118
47 C -0.525075 -0.659689 6.318180  -0.0527
48 C 1.147970 0.080584 2.990970  -0.2243
49 H 0.580326 2.858438 -5.981900  0.1403
50 C 1.440323 0.659898 -4.581775  -0.3480
51 H 0.407583 -1.086347 -3.786575  0.0491
52 C -0.092134 0.027444 2.040410  -0.4049
53 H -4.718244 -1.600019 0.573675  0.1414
54 H 3.106559 -0.770252 2.398872  0.1655
55 C 0.498005 1.744887 -4.173848  -0.0457
56 C 1.561407 -1.095962 1.077262  -0.5379
57 C 1.024805 -2.434508 5.872487  -0.0667
58 H -1.874082 4.696863 -2.957060  0.1406
59 H 2.114066 -2.301337 4.040399  0.1064
60 H 2.729131 -5.834480 -3.081423  0.0885
61 N -7.102568 -2.390109 -1.891609  0.2171
62 C -2.437685 1.730785 -0.600055  -0.0315
63 N 0.274339 -0.700107 0.935920  0.0626
64 C 0.716611 -0.688305 -4.753504  -0.0340
65 H 2.324793 0.108898 -2.660102  0.0704
66 C 1.930627 -5.392910 -2.508984  -0.3439
67 H 3.106084 1.500497 -3.434337  0.0951
68 H -1.886100 0.797141 -0.533980  0.0425
69 C -2.313353 -2.541353 -2.228037  -0.1001
70 C -0.998187 2.864605 -2.329552  -0.0305
71 H -0.930154 4.608769 -5.203216  0.1448
72 H 1.826958 0.955541 -5.559736  0.1445
73 H 4.497657 3.045533 4.258448  0.1136
74 C 0.075834 -1.853874 6.696180  -0.0675
75 H 0.257141 2.001699 0.037907  0.0740
76 H 3.375022 -0.117509 -4.064529  0.0953
77 H -0.703832 3.056292 1.070616  0.0727
78 H 3.638717 0.813596 3.783741  0.1156
79 C -5.972569 -2.341459 -1.698318  -0.1449
80 H -2.891691 1.920944 0.372348  0.0991
81 C -0.698563 3.797479 -4.520176  0.1047

Atomic forces in eV per Å
0.010 0.081 0.038
-0.039 -0.018 -0.039
-0.034 -0.014 -0.029
0.047 0.049 0.146
0.006 0.001 -0.003
0.010 0.000 0.022
-0.086 -0.622 0.808
-0.011 0.010 -0.007
0.005 0.001 0.001
-0.006 -0.002 -0.004
0.050 0.053 0.047
0.047 -0.028 -0.078
0.001 0.004 0.005
0.020 0.006 0.017
-0.004 0.008 -0.023
-0.001 0.005 0.002
-0.007 0.011 -0.001
0.081 -0.037 0.142
0.010 -0.052 -0.027
0.001 0.000 -0.001
0.022 0.006 0.007
0.021 0.018 -0.023
-0.025 -0.043 0.073
0.016 0.014 0.001
0.000 0.000 -0.001
0.001 0.006 0.001
0.019 -0.015 0.022
-0.079 0.054 -0.058
0.002 -0.001 0.023
0.022 0.010 0.006
0.005 0.006 0.004
0.070 0.024 0.011
0.004 0.009 -0.010
-0.010 0.002 0.003
-0.047 0.039 -0.026
-0.001 -0.001 0.002
0.003 -0.003 -0.004
0.031 -0.013 0.070
0.002 -0.001 -0.001
-0.001 0.001 -0.002
-0.022 0.115 -0.033
-0.018 0.045 -0.008
0.001 0.009 0.013
-0.036 0.278 -0.321
-0.013 -0.006 -0.004
-0.002 0.011 0.005
-0.002 0.003 0.001
-0.042 -0.098 0.063
0.003 -0.001 0.002
-0.023 -0.012 -0.023
-0.008 0.007 0.001
-0.022 -0.004 -0.062
0.003 -0.001 0.002
-0.012 -0.054 0.049
-0.006 -0.016 -0.045
-0.079 0.185 -0.152
0.006 -0.001 -0.002
-0.001 0.001 -0.012
0.003 -0.001 -0.003
0.000 0.001 0.000
0.004 0.015 0.001
-0.045 0.013 0.006
0.233 -0.082 -0.437
0.008 0.002 0.006
-0.004 0.017 -0.013
-0.009 -0.004 0.000
0.003 -0.003 -0.002
-0.007 -0.003 0.000
0.013 -0.028 -0.015
-0.024 0.044 0.076
0.000 0.000 0.002
-0.008 0.000 -0.001
-0.001 0.001 0.001
0.001 0.000 -0.004
-0.010 0.018 -0.004
0.005 -0.007 0.000
-0.014 0.029 -0.206
-0.012 -0.006 -0.006
-0.017 -0.027 -0.005
0.017 -0.014 -0.022
-0.018 0.008 0.033

## Properties
- charge = +2
- relative energy (zero: lowest compared OMol25 entry of this formula, charge and spin) (kJ/mol) = 50.0
- orbital gap (eV) = 3.98
- total energy (eV) = -65793.388

No. 6
# C3Cl3F3

A 2-piece molecular cluster, C3Cl3F3 overall in a non-equilibrium geometry (ωB97M-V/def2-TZVPD, OMol25).

Last column: natural (NBO) charge in e.
Positions of all 9 atoms, in Å:
1 Cl 0.317814 -1.244827 2.933022  0.0632
2 F 0.205666 2.230571 0.142088  -0.2976
3 C -0.403119 1.753165 -0.944517  0.6184
4 C -0.985039 0.592634 -0.980077  -0.1568
5 F -0.318076 2.683595 -1.919242  -0.3044
6 Cl 0.576718 -3.191016 0.741855  0.0589
7 Cl -1.773534 -0.318249 -2.099706  0.1334
8 C 0.682170 -1.607592 1.323283  0.1996
9 F 1.697400 -0.898280 0.803293  -0.3147

Atomic forces in eV per Å
0.086 -0.060 0.208
-0.246 -0.274 -0.380
0.562 1.301 0.137
0.017 -0.094 -0.144
-0.223 -0.959 0.538
0.065 -0.244 0.044
-0.076 -0.060 -0.081
0.103 0.759 -0.672
-0.289 -0.370 0.351

## Properties
- relative energy (zero: lowest compared OMol25 entry of this formula, charge and spin) (kJ/mol) = 310.5
- orbital gap (alpha / beta) (eV) = 9.67 / 7.03
- total energy (eV) = -48825.522